This record from OMol25 describes C31H31IrNO4PSe2Te2 as an isolated structure. The level of theory is ωB97M-V/def2-TZVPD.

Geometry (Å):
C  2.01  0.29  -4.01
H  0.89  2.79  -4.30
C  -3.15  4.23  0.81
C  -0.11  -0.07  -2.69
H  -4.09  5.29  2.41
H  1.56  -0.24  -4.85
H  -2.99  -3.41  4.33
H  -1.03  -2.07  5.02
C  0.62  0.95  1.34
C  1.07  -4.75  1.07
C  3.35  1.30  1.83
C  -2.77  -1.36  1.65
H  2.08  0.93  -1.29
C  0.20  2.00  -4.00
C  -1.05  -0.85  3.26
O  4.40  -3.92  0.14
C  1.59  1.65  -1.96
N  -2.05  2.91  -0.93
H  2.34  2.36  -2.30
C  2.43  -4.67  0.94
Te  -3.20  3.11  -6.35
C  -2.26  2.46  2.74
H  -3.27  3.72  4.15
C  2.49  2.39  1.83
H  4.40  1.44  2.01
H  -0.63  2.45  -3.45
H  -2.72  3.30  -1.60
H  5.27  -4.57  1.90
C  0.31  -3.91  0.25
H  2.88  3.39  2.02
C  0.93  0.95  -3.15
C  2.31  -2.97  -0.76
H  -0.23  1.54  -4.89
H  -4.10  -2.95  2.17
C  -1.67  -0.59  2.04
C  2.84  0.03  1.58
H  3.50  -0.83  1.57
C  0.03  -2.11  -1.42
C  -3.02  3.56  3.11
C  -1.52  -1.87  4.08
H  2.78  -2.27  -1.44
C  -2.62  -2.62  3.69
H  2.69  1.04  -4.41
O  -1.18  -2.27  -1.46
H  -1.12  3.20  -1.20
H  -0.18  -0.28  3.56
Te  -3.94  4.18  -4.05
H  -3.21  -1.17  0.68
C  3.04  -3.80  0.05
H  2.60  -0.42  -3.43
C  -2.37  3.14  0.43
H  -0.77  -3.91  0.31
H  -1.93  1.76  3.50
C  -3.25  -2.36  2.48
O  0.69  -1.14  -1.99
H  1.11  -1.13  1.14
H  5.12  -5.80  0.59
C  1.49  -0.14  1.34
H  0.85  2.19  -1.37
H  0.47  3.08  1.60
Ir  -1.76  0.49  -1.41
H  0.61  -5.42  1.78
C  4.64  -4.95  1.09
C  1.13  2.22  1.59
H  -3.49  4.92  0.04
Se  -3.50  0.44  -2.97
C  0.92  -3.04  -0.64
H  -0.51  -0.58  -3.58
P  -1.12  0.69  0.85
C  -1.95  2.22  1.41
C  -3.48  4.44  2.14
Se  -2.78  0.73  -6.27
O  3.39  -5.37  1.63

For the relative energy (zero: lowest compared OMol25 entry of this formula, charge and spin), the calculation gives 118.0 kJ/mol. As for the total charge: -1. Its HOMO energy (spin up / spin down) is -2.96 / -4.03 eV. Its multiplicity is 6. As for the LUMO energy (spin up / spin down): 0.077 / 0.057 hartree. As for the expectation value of S²: 8.774. For the electronic energy, the calculation gives -199737.85182 eV.

Results of the Mulliken charge analysis, in e, for atoms 1 through 5: atom 1 (C): -1.896, atom 2 (H): 0.389, atom 3 (C): -0.457, atom 4 (C): -1.615, atom 5 (H): 0.373

This record from OMol25 describes C21H22FeNS as an isolated structure in a non-equilibrium geometry. The level of theory is ωB97M-V/def2-TZVPD.

Geometry (Å):
H  2.26  5.05  1.71
H  -1.42  2.96  1.89
H  -4.24  0.25  -0.14
H  -5.08  1.84  0.15
H  1.16  2.61  -1.76
H  1.80  4.83  -0.79
C  2.12  -1.23  0.23
C  1.59  -2.59  -2.77
H  0.47  -3.95  1.45
C  -1.81  -0.16  -0.54
C  -0.51  -3.22  -1.89
H  1.90  3.07  3.17
H  -0.29  -1.42  -3.27
H  -1.58  -3.25  -1.64
H  -1.10  -1.78  1.16
C  1.76  2.97  2.10
H  -1.23  0.88  1.36
H  -4.30  0.97  1.51
C  1.78  -3.82  -1.98
C  0.19  0.62  -0.39
C  0.18  -2.23  -2.71
S  -2.72  2.20  -0.02
H  -2.96  2.15  2.43
H  1.30  0.84  2.16
H  0.24  -5.15  -0.97
H  3.06  -3.17  0.87
C  0.78  -2.99  1.03
C  1.71  3.98  -0.11
C  -1.26  0.98  0.12
H  2.96  -0.54  0.02
C  1.96  4.09  1.27
C  -2.50  2.84  1.72
H  0.22  0.57  -1.54
H  2.72  -4.39  -1.89
C  1.36  1.75  1.54
H  -3.01  3.80  1.69
C  -4.24  1.18  0.43
C  0.71  -0.76  0.19
C  0.48  -4.21  -1.48
C  2.15  -2.61  0.72
H  2.32  -2.08  -3.38
C  1.10  1.70  0.16
C  1.32  2.78  -0.68
N  -2.21  -1.13  -1.03
Fe  0.93  -2.42  -0.86
C  -0.08  -1.85  0.77

As for the total charge: -1. Its HOMO energy (spin up / spin down) is 0.30 / -5.59 eV. Its multiplicity is 5. As for the LUMO energy (spin up / spin down): 0.109 / 0.103 hartree. As for the expectation value of S²: 6.045. For the electronic energy, the calculation gives -68836.59656 eV.

Results of the natural (NBO) charge analysis, in e, for atoms 1 through 5: atom 1 (H): 0.202, atom 2 (H): 0.218, atom 3 (H): 0.238, atom 4 (H): 0.213, atom 5 (H): 0.211

This record from OMol25 describes an isolated ion of composition C10H13N2 and charge +1 in a non-equilibrium geometry. The level of theory is ωB97M-V/def2-TZVPD.

Geometry (Å):
H  0.21  1.46  3.60
H  -0.65  -2.68  -0.11
C  0.55  1.45  2.47
C  -1.15  -1.71  -0.12
H  -3.00  -1.07  -0.61
H  -2.78  -2.38  -1.59
H  -1.52  -1.56  0.87
C  0.29  0.46  0.32
C  1.44  2.50  0.63
C  0.99  1.55  -0.21
N  -0.57  -0.01  -1.88
H  -0.51  -0.41  2.17
N  -0.05  -0.67  -0.61
C  -2.22  -1.50  -1.19
H  -2.29  0.01  -2.83
C  1.29  2.49  1.97
C  -1.69  -0.56  -2.13
H  2.08  -0.53  -1.18
C  0.05  0.40  1.68
H  1.38  1.53  -1.21
C  1.32  -1.32  -0.97
H  2.10  3.28  0.09
H  1.22  -2.10  -1.72
H  1.72  -1.86  -0.05
H  1.78  3.22  2.63

For the relative energy (zero: lowest compared OMol25 entry of this formula, charge and spin), the calculation gives 306.7 kJ/mol. As for the total charge: +1. Its HOMO energy is -13.16 eV. Its multiplicity is 1. As for the LUMO energy: -0.111 hartree. As for the structure (SMILES): C[N@+]1(c2ccccc2)CCC=N1. For the electronic energy, the calculation gives -13552.15534 eV.

Results of the natural (NBO) charge analysis, in e, for atoms 1 through 5: atom 1 (H): 0.242, atom 2 (H): 0.236, atom 3 (C): -0.165, atom 4 (C): -0.190, atom 5 (H): 0.267

This record from OMol25 describes C22H30CuF5N4O7SSe as an isolated structure in a non-equilibrium geometry. The level of theory is ωB97M-V/def2-TZVPD.

Geometry (Å):
N  -2.12  -1.79  0.06
C  -2.00  -3.67  -1.51
H  1.25  2.75  1.44
H  1.42  4.43  1.74
C  4.66  -3.26  -3.95
H  0.51  1.46  -3.17
H  -1.44  -3.10  -2.25
O  -0.07  0.83  3.17
C  -2.01  2.69  4.47
H  -3.10  -3.61  -1.68
O  -2.76  4.68  2.55
H  -3.55  3.35  0.63
H  0.39  -5.23  1.47
C  0.16  2.22  -2.52
O  -2.72  -1.28  -1.06
F  2.62  -0.49  -5.02
H  0.83  2.39  -1.73
H  4.16  0.46  -0.31
H  -1.71  0.74  5.46
H  2.29  -1.22  0.48
C  2.97  -1.61  -4.38
C  -0.47  -4.99  0.79
C  -0.80  -3.53  0.81
C  2.29  -0.16  0.52
H  -0.19  4.67  3.40
O  -3.34  0.97  0.10
C  2.73  -3.09  -2.58
Cu  -0.83  -0.83  1.37
O  0.82  0.11  0.23
H  2.73  1.62  -0.32
N  -2.83  2.87  1.22
C  -2.65  1.48  1.01
C  -1.66  -2.94  -0.19
H  -2.07  3.73  4.87
F  5.84  -3.87  -4.27
Se  0.49  -1.28  -2.87
H  2.80  0.30  -1.55
O  0.18  -2.92  2.77
C  -2.13  1.19  -3.51
H  0.59  -0.19  -0.68
F  4.84  -1.79  -5.82
H  -3.08  -0.40  -0.73
H  -2.97  0.54  -3.31
H  -1.37  0.51  -3.92
N  -1.71  0.83  1.66
H  0.04  -5.26  -0.12
C  -1.29  2.86  3.12
C  0.69  3.63  1.72
H  -1.55  -4.64  -1.53
C  4.17  -2.21  -4.75
H  -0.02  3.91  0.89
H  -0.39  1.80  5.86
H  -2.02  1.99  6.46
C  2.22  -2.07  -3.31
F  2.07  -3.42  -1.47
S  -1.46  1.63  -1.86
H  -3.05  2.37  4.30
C  0.04  3.65  3.12
F  4.41  -4.61  -2.02
H  2.46  0.11  1.58
C  -1.44  1.79  5.59
H  -0.06  3.18  -2.97
H  -2.39  2.10  -3.94
H  -1.26  -5.73  0.89
O  -2.24  2.90  -1.50
N  -0.36  -2.69  1.64
C  -2.33  3.53  2.31
C  3.93  -3.66  -2.84
C  3.10  0.58  -0.51
C  -0.99  1.47  2.67
H  0.73  3.25  3.79

As for the total charge: -1. Its HOMO energy (spin up / spin down) is -4.85 / -4.85 eV. Its multiplicity is 2. As for the LUMO energy (spin up / spin down): 0.092 / 0.059 hartree. As for the expectation value of S²: 0.756. For the electronic energy, the calculation gives -178000.84797 eV.

Results of the Mulliken charge analysis, in e, for atoms 1 through 5: atom 1 (N): 0.086, atom 2 (C): -1.036, atom 3 (H): 0.007, atom 4 (H): 0.575, atom 5 (C): 0.577

This record from OMol25 describes a 3-piece molecular cluster, C37H54F17N8O9P3 overall in a non-equilibrium geometry. The level of theory is ωB97M-V/def2-TZVPD.

Geometry (Å):
C  0.57  -8.23  -2.69
H  -4.66  0.16  9.73
C  1.00  -4.16  -1.62
O  -2.00  4.04  3.50
C  2.06  1.71  -5.27
C  1.26  -6.71  -2.67
C  3.95  2.57  0.04
F  -1.53  -2.09  2.97
N  3.41  -1.01  -7.60
H  5.63  0.33  -4.17
F  -1.95  -0.93  0.90
H  2.47  2.22  -7.81
O  -5.15  1.82  6.76
C  2.82  -1.43  -4.36
N  5.56  -0.16  1.03
N  -8.20  5.11  6.05
H  6.64  -0.95  2.68
C  -4.98  2.04  1.96
H  2.97  -1.67  -3.30
H  -5.56  5.07  6.12
C  -6.55  1.60  1.77
H  5.46  -2.05  2.00
C  4.36  -1.50  -8.60
H  2.83  -2.39  -4.86
N  -2.56  1.89  2.14
C  -1.12  1.60  1.76
H  -0.42  2.49  2.13
C  7.00  2.48  -1.35
O  -3.21  0.31  7.17
F  2.68  -3.07  -0.10
F  0.66  -0.94  0.02
H  -6.87  0.95  0.86
H  2.11  1.29  -4.26
C  -9.16  1.64  2.85
H  0.41  0.43  3.15
H  7.92  2.83  -0.86
F  -1.07  -3.71  0.55
H  -7.88  5.16  7.06
F  0.74  -8.94  -1.40
H  -3.85  4.80  5.33
H  1.81  -1.00  -4.42
H  -12.55  -0.65  2.24
C  -4.44  3.11  6.87
H  6.03  3.95  2.22
H  -9.91  2.30  3.45
H  3.23  1.82  0.38
N  5.13  2.59  0.87
H  6.27  3.29  -1.35
F  -0.89  -8.20  -2.98
F  -0.41  -6.23  -0.81
H  7.11  -0.80  -0.72
H  1.95  -2.35  -8.31
F  1.60  -1.63  2.23
C  -0.92  -1.15  1.97
H  -1.41  0.32  3.64
H  2.85  -2.93  -6.91
C  -2.83  3.08  3.03
C  -7.07  2.99  4.30
F  2.54  -6.89  -1.89
H  4.29  -0.02  -0.67
N  6.48  1.26  -0.68
H  4.30  -1.57  0.11
H  1.88  0.68  -8.43
H  7.50  0.10  -2.16
H  -9.66  3.22  5.42
C  -4.47  2.92  3.25
C  5.50  3.95  1.27
O  -10.90  -0.07  0.21
H  0.80  1.68  -7.49
H  4.62  4.60  1.41
F  -0.82  -5.26  -2.95
H  -11.39  0.07  3.54
H  4.16  1.02  -3.49
C  0.32  -3.38  0.95
C  -4.45  0.75  7.51
C  -4.83  4.25  5.72
C  -3.63  1.76  1.08
N  3.84  -0.55  -4.88
H  7.22  2.29  -2.41
C  -11.93  0.33  2.52
H  -5.64  -1.03  8.49
C  0.26  -5.59  -1.96
P  -8.27  3.52  5.73
C  2.41  -2.04  -7.37
H  4.17  2.38  -1.02
H  -9.24  0.55  3.33
P  6.32  1.39  1.08
F  1.57  -6.37  -4.09
C  -5.32  0.07  8.77
H  -6.33  0.68  8.90
F  2.24  -4.02  -2.47
H  3.45  -0.23  0.89
F  1.98  -5.25  0.57
H  4.91  -0.68  2.99
O  6.18  1.50  2.62
H  4.98  -0.68  -8.99
C  4.35  -0.49  0.32
O  -9.66  1.55  1.47
H  3.38  3.51  0.07
P  3.98  0.13  -6.44
C  -5.46  3.42  4.46
C  5.64  -0.99  2.24
C  1.85  1.35  -7.57
H  3.85  -1.92  -9.47
C  7.43  0.19  -1.07
C  0.45  -1.77  1.26
O  -3.55  1.48  -0.24
C  -0.66  0.30  2.70
C  -10.80  0.63  1.37
H  6.15  4.42  0.53
H  -7.90  2.82  6.96
F  0.10  -3.04  -2.06
C  1.48  -3.97  -0.06
O  5.44  -0.36  -6.55
O  -3.54  3.30  7.84
H  2.78  2.53  -5.34
H  -12.65  1.23  2.74
F  0.54  -4.07  2.27
N  2.29  0.70  -6.32
H  8.43  0.38  -0.66
H  -0.94  1.42  0.62
H  1.58  -1.70  -6.75
C  -7.59  2.10  2.99
H  1.05  2.13  -5.34
H  5.01  -2.27  -8.18
F  1.23  -9.01  -3.76
C  4.62  0.09  -3.82
H  4.75  -0.56  -2.95

Its HOMO energy is -7.92 eV. Its multiplicity is 1. As for the LUMO energy: -0.073 hartree. As for the structure (SMILES): CC(=O)OCc1cc2c(c(CC(=O)OC(C)=O)c1[PH2]=N)C(=O)N(CCC(F)(F)C(F)(F)C(F)(F)C(F)(F)C(F)(F)C(F)(F)C(F)(F)C(F)(F)F)C2=O.CN(C)P(=O)(N(C)C)N(C)C.CN(C)P(=O)(N(C)C)N(C)C. For the electronic energy, the calculation gives -143624.76364 eV.

Results of the Mulliken charge analysis, in e, for atoms 1 through 5: atom 1 (C): 0.573, atom 2 (H): 0.293, atom 3 (C): 0.702, atom 4 (O): -0.610, atom 5 (C): -1.012

This record from OMol25 describes one molecule with the formula C2H5O2PSSi in a non-equilibrium geometry. The level of theory is ωB97M-V/def2-TZVPD.

Geometry (Å):
C  -1.61  1.03  1.83
H  2.16  0.22  2.12
H  0.93  -2.30  -0.27
O  0.05  -2.19  -0.76
H  -2.56  0.61  2.42
Si  0.90  0.82  -0.43
H  -1.92  -0.53  -1.37
S  2.63  0.31  0.78
O  -1.41  -0.32  -2.23
H  1.14  2.06  -1.15
P  0.25  -0.79  -1.79
C  -0.58  1.07  0.84

Its HOMO energy is -8.84 eV. Its multiplicity is 1. As for the LUMO energy: -0.009 hartree. As for the structure (SMILES): C#C[Si@@H](S)P(O)O. For the electronic energy, the calculation gives -34248.37536 eV.

Results of the natural (NBO) charge analysis, in e, for atoms 1 through 5: atom 1 (C): -0.242, atom 2 (H): 0.216, atom 3 (H): 0.500, atom 4 (O): -0.975, atom 5 (H): 0.282

This record from OMol25 describes a 2-piece molecular cluster, C25H28BCl3IN3O7S2 overall. The level of theory is ωB97M-V/def2-TZVPD.

Geometry (Å):
C  0.80  0.28  -0.44
C  0.46  -0.94  1.61
H  -4.03  0.25  3.27
H  0.84  -1.23  4.31
C  2.90  4.56  -1.06
H  -6.03  1.01  2.12
H  -3.54  -2.16  -1.52
S  -1.80  -0.48  -0.69
C  -1.59  -3.03  -1.64
H  3.21  -1.27  1.70
C  -0.67  1.87  -1.53
H  2.44  -2.39  2.79
C  2.79  3.30  -1.50
O  -4.49  -2.71  0.85
H  -0.39  -0.25  1.68
H  -3.50  -3.81  -2.12
H  1.78  0.54  2.36
N  3.63  -0.91  3.76
H  -2.16  -6.17  -1.68
C  -0.46  0.65  -0.90
C  -0.93  -1.99  -0.97
H  -2.18  3.34  -1.87
C  -2.99  -2.85  -2.15
H  0.98  -5.23  -1.58
I  3.06  -3.58  -0.20
O  0.81  -0.36  3.88
C  0.39  -2.07  -0.51
C  3.99  5.53  -1.35
O  3.91  -0.36  -0.78
B  3.36  0.73  -0.18
H  -3.51  -2.95  -4.15
H  -5.23  -0.48  4.36
C  0.45  -4.31  -1.40
C  0.41  2.72  -1.70
H  4.61  2.98  1.92
N  0.98  -0.99  0.22
H  4.42  -0.44  3.35
N  -2.94  -2.38  -3.55
H  3.06  3.16  1.09
C  -0.87  -4.21  -1.83
Cl  1.69  5.20  0.00
H  4.83  -0.45  -0.52
C  -2.15  2.03  -3.53
S  -1.55  -5.59  -2.71
H  3.57  6.50  -1.61
O  -1.31  2.19  -4.35
Cl  4.03  2.65  -2.51
C  1.07  -3.25  -0.76
O  4.19  1.46  0.63
C  2.72  -1.34  2.67
C  1.48  -0.47  2.63
C  -2.03  2.28  -2.05
H  0.10  -1.93  1.89
C  1.67  2.37  -1.24
C  -4.83  -1.83  1.56
C  -4.89  -0.42  3.33
Cl  -3.78  1.47  -4.00
C  1.89  1.14  -0.61
H  3.25  1.98  2.40
H  -6.97  -0.39  2.67
H  4.60  5.67  -0.46
C  -5.99  -0.05  2.35
H  4.62  5.18  -2.16
H  -3.25  -1.42  -3.62
H  -2.83  1.75  -1.54
O  -5.60  -0.78  1.18
O  -4.50  -1.71  2.87
C  3.74  2.44  1.55
H  0.26  3.66  -2.20
H  4.03  -1.74  4.18

Its HOMO energy is -8.23 eV. Its multiplicity is 1. As for the LUMO energy: 0.009 hartree. As for the structure (SMILES): COB(O)c1c(/C(Cl)=C(/C)Cl)cc(CC(=O)Cl)c2c1N(C[C@@H](O)CN)c1c(I)cc(S)c(CN)c1S2.O=C1OCCO1. For the electronic energy, the calculation gives -113199.85866 eV.

Results of the natural (NBO) charge analysis, in e, for atoms 1 through 5: atom 1 (C): 0.269, atom 2 (C): -0.231, atom 3 (H): 0.190, atom 4 (H): 0.464, atom 5 (C): -0.023

This record from OMol25 describes C4H10N2O as an isolated structure in a non-equilibrium geometry. The level of theory is ωB97M-V/def2-TZVPD.

Geometry (Å):
O  -0.57  3.71  0.98
N  -1.30  -1.42  0.15
H  1.15  -2.56  0.61
C  -0.61  2.52  0.70
C  0.07  0.31  -0.93
H  0.83  -2.55  -1.13
C  0.01  -0.86  -0.08
H  0.94  0.41  -1.57
H  -1.57  1.97  0.74
H  -0.87  0.67  -1.33
H  -1.28  -2.05  0.94
H  0.36  -0.07  0.76
H  -2.00  -0.70  0.33
C  1.08  -1.92  -0.27
H  1.28  2.26  0.22
N  0.41  1.73  0.31
H  2.06  -1.47  -0.43

For the relative energy (zero: lowest compared OMol25 entry of this formula, charge and spin), the calculation gives 332.5 kJ/mol. Its HOMO energy is -8.98 eV. Its multiplicity is 1. As for the LUMO energy: 0.019 hartree. For the electronic energy, the calculation gives -9335.54085 eV.

Results of the natural (NBO) charge analysis, in e, for atoms 1 through 5: atom 1 (O): -0.602, atom 2 (N): -0.832, atom 3 (H): 0.216, atom 4 (C): 0.514, atom 5 (C): -0.088